# 1
The following is a quantum chemistry calculation of one molecule with the formula C3H8ClP, from the Open Molecules 2025 dataset.

Multiplicity: 1
LUMO energy: 0.997 eV
HOMO-LUMO gap: 10.3 eV
Total energy: -920.5658 Ha
SMILES: C[C@H](P)CCl
ΔE to the lowest compared entry with this formula, charge and spin: 41.02 kcal/mol

Element x y z (Å)
C 1.3158 0.1201 0.8418
C 0.2604 0.4690 -0.1568
P -1.0592 1.6709 0.3597
C -0.5980 -1.0283 -0.7825
Cl 0.4667 -2.0287 -1.6979
H 1.9278 -0.5560 0.4907
H 0.7975 -0.2373 1.7676
H 1.7354 1.0092 1.2600
H 0.7198 0.8031 -1.0695
H -1.5103 0.4989 0.9782
H -1.9266 1.5444 -0.7554
H -0.8303 -1.5229 0.1806
H -1.2991 -0.7423 -1.4165

Force components x, y, z for each atom (eV/Å):
-4.964 2.849 3.309
-1.569 -2.159 -3.029
0.579 -0.622 0.391
4.868 1.833 5.224
0.978 -0.750 -0.514
3.523 -3.328 -1.638
0.333 -0.433 -0.604
1.022 0.682 -0.296
0.364 0.322 -0.484
-1.158 0.273 0.730
0.154 -0.147 -0.022
-0.526 0.144 -0.907
-3.604 1.335 -2.159



# 2
The following is a quantum chemistry calculation of one molecule with the formula C3H8ClP, from the Open Molecules 2025 dataset.

Multiplicity: 3
LUMO energy (alpha / beta): 0.937 / -1.010 eV
HOMO-LUMO gap (alpha / beta): 5.2 / 10.0 eV
Total energy: -920.4466 Ha
ΔE to the lowest compared entry with this formula, charge and spin: 40.10 kcal/mol

Element x y z (Å)
C -0.7925 -0.6210 0.8712
C 1.5728 0.2584 0.0429
C 0.0886 0.4296 0.1344
P -0.7183 1.0034 -1.2857
Cl -0.1027 2.8170 -1.7040
H -0.1956 -1.0654 1.6545
H -1.5663 0.0530 1.3111
H -1.3633 -1.4305 0.3105
H 1.9417 0.9829 -0.7867
H 1.8787 -0.7036 -0.3306
H 2.0863 0.2315 0.9723
H -2.1087 1.1799 -0.8915
H -0.7218 0.7559 -2.6887

Force components x, y, z for each atom (eV/Å):
-0.151 1.823 -0.234
-0.409 1.427 -2.132
1.269 -2.325 2.230
-4.472 -2.920 -1.457
1.518 2.723 0.217
0.007 -0.176 0.300
0.171 -0.900 0.157
0.940 1.103 -0.075
0.057 -0.847 1.974
-0.445 -0.975 -0.660
0.565 0.944 0.935
1.157 0.050 -0.424
-0.207 0.072 -0.831



# 3
The following is a quantum chemistry calculation of C3H8CsO as an isolated structure, from the Open Molecules 2025 dataset.

Multiplicity: 2
Net charge: +2
LUMO energy (alpha / beta): -7.298 / -14.082 eV
HOMO-LUMO gap (alpha / beta): 14.2 / 7.3 eV
Total energy: -213.7510 Ha
ΔE to the lowest compared entry with this formula, charge and spin: 7.30 kcal/mol

Element x y z (Å)
Cs -10.4056 27.4777 27.3614
C -14.0996 29.0671 26.2066
C -13.5368 27.9210 25.3032
C -14.2694 27.8737 23.9946
O -12.1888 28.2401 25.0812
H -15.0297 28.7707 26.6915
H -14.2101 30.0783 25.8150
H -13.5287 29.2853 27.1092
H -13.7409 26.9308 25.7107
H -15.3588 27.8529 24.0253
H -13.9490 26.9845 23.4516
H -13.9539 28.7451 23.4209
H -12.1272 29.1662 24.8359

Force components x, y, z for each atom (eV/Å):
0.662 -0.285 0.586
-0.403 1.313 1.353
0.700 0.040 1.701
-0.952 1.027 -3.072
-1.447 -1.720 0.709
-0.542 -0.494 -0.847
-0.263 -0.281 -0.862
0.998 -0.618 -0.135
1.132 -0.073 0.474
0.091 0.164 0.754
0.331 -0.187 0.218
-0.326 0.057 -0.275
0.018 1.058 -0.605



# 4
The following is a quantum chemistry calculation of one molecule with the formula C3H8F2N2, from the Open Molecules 2025 dataset.

Multiplicity: 1
LUMO energy: 0.846 eV
HOMO-LUMO gap: 10.2 eV
Total energy: -428.3443 Ha
SMILES: NCC(F)(F)CN
ΔE to the lowest compared entry with this formula, charge and spin: 6.97 kcal/mol

Element x y z (Å)
N 0.0199 -0.5129 1.8604
C 1.0111 -0.0318 0.9460
C 0.4663 0.7742 -0.1892
F 1.4597 1.5494 -0.6114
F -0.5519 1.6531 0.2607
C -0.0617 -0.0736 -1.3199
N -1.4459 -0.5362 -1.1937
H -0.7081 0.1628 2.0663
H -0.3665 -1.3442 1.4248
H 1.7598 0.5843 1.4470
H 1.5033 -0.9097 0.4559
H 0.6460 -0.9040 -1.5972
H -0.0574 0.5881 -2.1762
H -2.0949 0.2179 -0.9328
H -1.5797 -1.2174 -0.4409

Force components x, y, z for each atom (eV/Å):
-0.169 -1.001 0.157
0.544 -0.222 0.159
-0.982 -0.314 0.742
0.893 0.960 -0.926
0.780 -0.696 -0.383
-0.699 0.079 -1.046
-0.364 -0.379 0.767
0.133 -0.113 -0.189
-0.462 0.171 0.587
0.067 -0.104 0.092
-0.054 0.748 0.701
-0.775 0.697 0.608
0.053 0.186 -0.426
0.699 -0.157 -0.401
0.335 0.145 -0.442



# 5
The following is a quantum chemistry calculation of a 2-piece molecular cluster, C3H8F2NO overall, from the Open Molecules 2025 dataset.

Multiplicity: 3
Net charge: +1
LUMO energy (alpha / beta): -3.029 / -8.638 eV
HOMO-LUMO gap (alpha / beta): 7.2 / 8.9 eV
Total energy: -448.3520 Ha
ΔE to the lowest compared entry with this formula, charge and spin: 0.00 kcal/mol

Element x y z (Å)
C 1.1525 1.1066 -0.2772
C 1.0811 -1.2913 0.5220
C -0.7076 -0.1839 -0.7201
N 0.4885 -0.1452 -0.2035
O -1.3846 0.7710 -1.1503
F -1.3514 -1.3235 -0.8073
F -2.0597 0.1785 1.2356
H 2.2870 0.9044 -0.2547
H 0.9477 1.8580 -1.1340
H 0.9850 1.8784 0.4801
H 1.7628 -0.8867 1.2966
H 0.3348 -1.9530 1.0409
H 1.6659 -1.8979 -0.1914
H -2.9316 0.5132 1.3499
H -2.2704 0.4714 -1.1865

Force components x, y, z for each atom (eV/Å):
3.210 1.057 -1.483
-0.212 0.422 0.999
-4.521 -4.190 -3.067
6.764 1.074 3.740
-0.367 5.251 -1.335
0.122 -2.142 0.299
-1.005 0.327 0.569
-1.679 0.339 0.104
-0.260 -2.095 0.484
-0.491 -0.567 1.120
-0.259 -0.178 -0.605
0.339 0.853 -0.887
-0.233 0.169 0.002
0.649 -0.267 0.176
-2.058 -0.053 -0.115



# 6
The following is a quantum chemistry calculation of one molecule with the formula C3H8FN, from the Open Molecules 2025 dataset.

Multiplicity: 1
LUMO energy: 0.981 eV
HOMO-LUMO gap: 10.5 eV
Total energy: -273.6038 Ha
SMILES: C[C@@H](F)CN
ΔE to the lowest compared entry with this formula, charge and spin: 70.24 kcal/mol

Element x y z (Å)
C 1.7094 -0.1716 -0.2121
C 0.3079 0.3661 0.2099
F 0.0047 1.5790 -0.2189
C -0.8560 -0.4589 -0.2325
N -2.0881 0.0834 -0.2036
H 2.1057 -0.0028 -1.3962
H 2.1569 0.4756 0.7923
H 1.7855 -1.3266 0.0359
H 0.4811 0.3507 1.2906
H -0.5603 -1.3499 0.4092
H -0.7082 -0.5896 -1.1883
H -1.9330 1.0960 -0.1338
H -2.4055 -0.0513 0.8474

Force components x, y, z for each atom (eV/Å):
1.111 0.649 0.877
0.527 -2.474 0.232
0.788 3.389 -0.676
4.430 -2.672 4.094
-4.886 1.887 5.380
-1.077 -0.081 3.681
0.862 -1.975 -3.742
-0.165 2.469 -0.421
-1.138 0.431 0.297
-1.636 0.049 -1.180
1.633 -1.783 -5.277
-0.431 -0.096 -0.717
-0.017 0.208 -2.547